Entry from the Open Molecules 2025 dataset: a molecular structure, C24H24AlBrN6O4SSbSe4 (wB97M-V/def2-TZVPD).

ORCA input file:
```
! RIJCOSX wB97M-V def2-TZVPD def2/J DEFGRID3
* xyz -2 2
Al 1.398 -0.181 -0.395
N 1.757 -0.822 3.111
N 2.681 -1.828 2.770
C 3.376 -1.855 1.664
N 4.224 -2.857 1.425
N 3.083 -0.832 0.789
N 3.883 -0.578 -0.231
O 3.245 -0.011 -1.164
O 5.067 -0.833 -0.309
H 0.844 -1.276 2.977
H 1.829 -0.079 2.424
H 2.483 -2.716 3.235
H 3.878 -3.806 1.683
H 4.619 -2.860 0.502
O 0.362 0.406 -1.775
N 0.559 1.210 -2.856
C -0.436 1.209 -3.817
C -0.360 2.062 -4.874
C 0.727 2.958 -5.023
C 1.750 2.886 -4.038
C 1.664 2.032 -2.984
H -1.217 0.484 -3.659
H -1.154 2.023 -5.611
H 0.798 3.630 -5.866
H 2.632 3.511 -4.105
H 2.415 1.940 -2.217
O -0.207 -0.499 0.711
S -1.475 0.324 0.455
C -2.443 -0.587 -0.730
C -2.284 -1.955 -0.863
C -3.066 -2.620 -1.797
C -3.989 -1.917 -2.560
C -4.138 -0.543 -2.407
C -3.351 0.136 -1.489
C -2.467 -0.009 1.895
C -2.324 -1.203 2.579
C -3.136 -1.435 3.681
C -4.071 -0.486 4.075
C -4.200 0.708 3.375
C -3.388 0.956 2.277
H -1.550 -2.504 -0.283
H -2.918 -3.687 -1.911
H -4.592 -2.443 -3.292
H -4.847 0.004 -3.018
H -3.423 1.213 -1.383
H -1.598 -1.956 2.275
H -3.024 -2.372 4.214
H -4.703 -0.674 4.935
H -4.924 1.450 3.688
H -3.466 1.889 1.729
Br 2.350 6.237 1.769
C 2.065 4.419 1.250
C 2.950 3.446 1.667
C 2.726 2.128 1.272
C 1.651 1.722 0.467
C 0.798 2.772 0.080
C 0.981 4.099 0.455
H 3.799 3.704 2.287
H 3.440 1.393 1.633
H -0.039 2.561 -0.574
H 0.301 4.871 0.117
Se 3.013 -5.828 0.680
Sb 0.884 -4.621 0.391
Se 1.360 -2.605 -1.166
Se 0.074 -4.127 2.696
Se -0.874 -5.775 -0.833
*
```

Computed properties:
**Energy above the lowest of the compared OMol25 structures with the same formula, charge and spin**: 0.915 eV
**Gap between HOMO and LUMO (spin up / spin down)**: 0.1563 / 0.1942 hartree
**Expectation value of S²**: 0.766
**HOMO energy (spin up / spin down)**: -0.664 / -1.697 eV